# 1
Density functional theory data (ωB97M-V with the def2-TZVPD basis set) for a cluster of 2 separate species, C6H9N2O in total at a distorted geometry.

Properties
E_tot = -418.3568 a.u.
HOMO = -0.47447 hartree
LUMO level = -4.514 eV
energy relative to the best compared isomer or geometry (same formula, charge and spin) = 411.36 kJ/mol
frontier orbital gap = 0.309 hartree
2S+1 = 1
charge = +1
strongest force on any atom = 0.165 hartree/bohr

The geometry in XYZ format:
```
18
C6H9N2O | the Open Molecules 2025 dataset | ωB97M-V with the def2-TZVPD basis set
C 0.071 2.504 0.203
C -0.860 1.645 0.516
C -0.356 -1.437 -0.015
C 2.074 -1.717 0.215
C 0.917 -0.880 -0.319
C -1.575 0.762 -0.394
N -3.472 -0.525 0.009
N -2.639 0.230 -0.140
O -1.235 -2.110 0.247
H 0.673 3.091 0.863
H 0.170 2.641 -0.818
H -1.026 1.523 1.482
H 2.935 -1.417 -0.447
H 2.152 -1.662 1.374
H 1.864 -2.818 0.016
H 0.741 -0.826 -1.381
H 0.808 0.161 0.056
H -1.245 0.835 -1.466
```

Here are the Löwdin charges for atoms 1 to 2, given in e: 0.05 -0.17



# 2
Density functional theory data (ωB97M-V with the def2-TZVPD basis set) for a cluster of 2 separate species, C6H9N2O2 in total at a distorted geometry.

Properties
E_tot = -494.1151 a.u.
HOMO = -0.17416 hartree
LUMO level = 3.796 eV
energy relative to the best compared isomer or geometry (same formula, charge and spin) = 19.99 kJ/mol
frontier orbital gap = 0.314 hartree
2S+1 = 1
charge = -1
strongest force on any atom = 0.021 hartree/bohr

The geometry in XYZ format:
```
19
C6H9N2O2 | the Open Molecules 2025 dataset | ωB97M-V with the def2-TZVPD basis set
C -0.462 0.768 3.737
C -1.032 0.720 2.306
O -0.909 1.752 1.577
O -1.597 -0.342 1.981
H -1.131 0.150 4.334
H -0.468 1.767 4.167
H 0.542 0.341 3.720
C 0.405 -1.763 -3.491
C 1.570 0.214 -0.746
C -0.385 -0.335 -1.512
C 0.600 -0.876 -2.304
N 0.246 0.353 -0.533
N 1.816 -0.538 -1.803
H -0.200 0.899 0.224
H 2.313 0.634 -0.090
H -1.455 -0.463 -1.545
H 1.320 -2.306 -3.721
H 0.258 -1.139 -4.374
H -0.461 -2.418 -3.441
```

Here are the Löwdin charges for atoms 1 to 2, given in e: -0.05 -0.77



# 3
Density functional theory data (ωB97M-V with the def2-TZVPD basis set) for a cluster of 2 separate species, C6H9N2O2 in total at a distorted geometry.

Properties
E_tot = -494.0858 a.u.
HOMO = -0.16121 hartree
LUMO level = 3.412 eV
energy relative to the best compared isomer or geometry (same formula, charge and spin) = 96.93 kJ/mol
frontier orbital gap = 0.287 hartree
2S+1 = 1
charge = -1
strongest force on any atom = 0.059 hartree/bohr

The geometry in XYZ format:
```
19
C6H9N2O2 | the Open Molecules 2025 dataset | ωB97M-V with the def2-TZVPD basis set
C -1.711 2.407 -3.458
C -1.420 2.086 -1.957
O -1.720 0.932 -1.563
O -0.919 3.021 -1.295
H -2.244 1.582 -3.927
H -0.751 2.625 -3.928
H -2.265 3.343 -3.545
C 1.253 -2.210 3.324
C 0.129 0.047 0.845
C 1.067 -1.486 2.022
C 1.348 -1.797 0.726
N 0.337 -0.322 2.077
N 0.861 -0.765 -0.035
H -0.247 0.908 0.297
H 0.614 -0.652 -1.014
H 1.776 -2.683 0.290
H 0.329 -2.293 3.897
H 1.814 -1.576 4.023
H 1.747 -3.167 3.222
```

Here are the Löwdin charges for atoms 1 to 2, given in e: -0.06 -0.79



# 4
Density functional theory data (ωB97M-V with the def2-TZVPD basis set) for a cluster of 2 separate species, C6H9N2O2 in total at a distorted geometry.

Properties
E_tot = -494.0320 a.u.
HOMO = -0.13375 hartree
LUMO level = 3.621 eV
energy relative to the best compared isomer or geometry (same formula, charge and spin) = 238.17 kJ/mol
frontier orbital gap = 0.267 hartree
2S+1 = 1
charge = -1
strongest force on any atom = 0.134 hartree/bohr

The geometry in XYZ format:
```
19
C6H9N2O2 | the Open Molecules 2025 dataset | ωB97M-V with the def2-TZVPD basis set
C 0.786 2.818 0.170
C 0.457 1.634 -0.769
C 0.548 0.224 -2.494
C -0.761 0.992 -0.912
N 1.205 1.192 -1.833
N -0.699 -0.072 -1.890
H 0.768 -0.285 -3.526
H 0.542 2.593 1.269
H 0.018 3.543 -0.061
H -1.488 -0.621 -2.044
H -1.443 0.879 -0.038
H 1.857 3.068 -0.049
C 0.791 -2.315 1.353
C -0.457 -1.551 1.772
O -1.505 -1.856 1.215
O -0.395 -0.711 2.751
H 1.304 -1.686 0.618
H 0.466 -3.293 1.150
H 1.450 -2.315 2.281
```

Here are the Löwdin charges for atoms 1 to 2, given in e: -0.05 -0.36



# 5
Density functional theory data (ωB97M-V with the def2-TZVPD basis set) for a cluster of 2 separate species, C6H9N2O2 in total at a distorted geometry.

Properties
E_tot = -493.9278 a.u.
HOMO (alpha / beta) = 0.13313 / -0.05968 hartree
⟨S²⟩ = 0.751
LUMO level (alpha / beta) = 6.399 / 6.353 eV
energy relative to the best compared isomer or geometry (same formula, charge and spin) = 129.58 kJ/mol
frontier orbital gap (alpha / beta) = 0.102 / 0.293 hartree
2S+1 = 2
charge = -2
strongest force on any atom = 0.042 hartree/bohr

The geometry in XYZ format:
```
19
C6H9N2O2 | the Open Molecules 2025 dataset | ωB97M-V with the def2-TZVPD basis set
C 0.880 2.075 1.808
C 0.835 2.053 0.311
C 0.508 1.023 -1.534
C 0.230 2.944 -0.517
N 1.027 0.859 -0.354
N 0.059 2.291 -1.724
H 0.340 0.223 -2.239
H 1.216 3.027 2.238
H 1.496 1.238 2.137
H -0.754 2.486 -2.302
H -0.111 3.967 -0.442
H -0.138 1.973 2.189
C -0.628 -3.900 0.507
C -1.025 -2.888 -0.608
O -0.991 -1.684 -0.317
O -1.391 -3.455 -1.674
H 0.184 -4.570 0.225
H -1.552 -4.294 0.923
H -0.183 -3.367 1.373
```

Here are the Löwdin charges for atoms 1 to 2, given in e: -0.13 -0.40



# 6
Density functional theory data (ωB97M-V with the def2-TZVPD basis set) for the ion C6H9N2O2 with charge +1 at a distorted geometry.

Properties
E_tot = -493.5016 a.u.
HOMO = -0.47248 hartree
LUMO level = -4.238 eV
energy relative to the best compared isomer or geometry (same formula, charge and spin) = 789.46 kJ/mol
frontier orbital gap = 0.317 hartree
2S+1 = 1
charge = +1
strongest force on any atom = 0.121 hartree/bohr

The geometry in XYZ format:
```
19
C6H9N2O2 | the Open Molecules 2025 dataset | ωB97M-V with the def2-TZVPD basis set
C -0.175 -1.155 -0.242
C -2.220 0.002 0.300
C 0.739 -0.159 -0.190
C -0.513 1.772 0.102
C 0.046 2.764 -0.519
C 2.822 -1.016 0.372
N -1.525 -1.056 -0.067
N -1.770 1.272 0.433
O -2.262 -2.263 -0.137
O 2.051 0.011 -0.286
H 0.300 -2.207 -0.459
H -3.223 -0.037 0.537
H -0.646 3.673 -0.721
H 1.123 2.660 -0.653
H 3.767 -0.931 -0.153
H 2.371 -1.985 0.267
H 3.117 -0.765 1.339
H -2.158 1.976 1.013
H -1.844 -2.556 -0.938
```

Here are the Löwdin charges for atoms 1 to 2, given in e: -0.06 0.02



# 7
Density functional theory data (ωB97M-V with the def2-TZVPD basis set) for a cluster of 2 separate species, C6H9N2OPS in total at a distorted geometry.

Properties
E_tot = -1158.1860 a.u.
HOMO (alpha / beta) = -0.31905 / -0.29273 hartree
LUMO level (alpha / beta) = -0.614 / -1.448 eV
energy relative to the best compared isomer or geometry (same formula, charge and spin) = 179.38 kJ/mol
frontier orbital gap (alpha / beta) = 0.296 / 0.240 hartree
2S+1 = 1
strongest force on any atom = 0.099 hartree/bohr

The geometry in XYZ format:
```
20
C6H9N2OPS | the Open Molecules 2025 dataset | ωB97M-V with the def2-TZVPD basis set
C -3.704 -2.520 -0.128
C -2.870 -1.437 -0.221
C -4.988 -0.838 -0.009
C -3.261 0.960 -0.039
C 2.232 0.704 -1.373
C 1.888 1.004 1.507
N -4.976 -2.127 0.044
N -3.679 -0.322 -0.150
O 0.304 -0.653 -0.330
P 0.851 0.673 -0.080
S -3.823 2.432 0.007
H -3.347 -3.584 -0.178
H -1.879 -1.220 -0.318
H -5.863 -0.316 0.032
H 2.569 1.730 -1.596
H 2.885 0.117 -0.877
H 1.713 0.180 -2.250
H 1.289 1.231 2.291
H 2.453 0.127 1.805
H 2.426 1.851 1.286
```

Here are the Löwdin charges for atoms 1 to 2, given in e: -0.15 -0.05



# 8
Density functional theory data (ωB97M-V with the def2-TZVPD basis set) for the ion C6H9N2OS2 with charge +1 at a distorted geometry.

Properties
E_tot = -1214.7613 a.u.
HOMO = -0.44105 hartree
LUMO level = -4.310 eV
energy relative to the best compared isomer or geometry (same formula, charge and spin) = 323.75 kJ/mol
frontier orbital gap = 0.283 hartree
2S+1 = 1
charge = +1
strongest force on any atom = 0.095 hartree/bohr

The geometry in XYZ format:
```
20
C6H9N2OS2 | the Open Molecules 2025 dataset | ωB97M-V with the def2-TZVPD basis set
C 0.068 -1.382 -1.876
C 0.414 -2.206 -2.878
C 0.131 0.662 -0.386
C -0.620 -1.327 2.415
C 1.453 3.025 -0.712
C -1.308 -0.270 1.516
N -0.472 -1.529 -0.537
N -0.691 -0.231 0.195
O 0.680 -2.730 -3.881
S 1.012 0.144 -1.734
S 0.316 2.182 0.378
H 0.327 -1.041 2.714
H -1.108 -1.285 3.336
H -0.644 -2.163 1.785
H 2.547 2.679 -0.557
H 1.406 4.067 -0.552
H 1.408 3.068 -1.896
H -1.178 0.739 1.893
H -2.436 -0.357 1.308
H -1.306 -2.047 -0.529
```

Here are the Löwdin charges for atoms 1 to 2, given in e: -0.43 -0.15